The following is a DFT calculation (the ωB97M-V functional and the def2-TZVPD basis) of a structure of composition C22H12F4O2PtS.

XYZ file:
```
42
Properties=species:S:1:pos:R:3:lowdin_charge:R:1
Pt -0.034 -0.782 0.897 1.15
O -3.682 0.686 1.145 0.10
C -2.596 0.559 1.659 -0.59
O -1.903 -0.563 1.623 -0.26
C -1.973 1.669 2.459 -0.15
C -2.793 2.390 3.315 -0.01
C -2.269 3.358 4.158 -0.06
C -0.906 3.610 4.155 -0.07
C -0.071 2.897 3.309 -0.12
C -0.602 1.944 2.442 -0.55
S 0.564 1.330 1.262 0.78
H -3.853 2.174 3.311 0.13
H -2.921 3.903 4.826 0.11
H -0.485 4.352 4.820 0.11
H 0.996 3.081 3.313 0.10
F 9.089 -2.137 -1.325 0.14
C 8.163 -3.065 -1.608 -0.59
F 8.551 -4.208 -1.011 0.14
F 8.220 -3.291 -2.935 0.14
C 6.785 -2.656 -1.176 -0.12
C 6.565 -1.444 -0.542 0.00
C 5.281 -1.094 -0.156 -0.01
C 4.211 -1.953 -0.403 -0.24
C 4.447 -3.174 -1.041 -0.01
C 5.728 -3.523 -1.424 -0.01
C 2.883 -1.583 -0.008 -0.10
C 1.758 -1.277 0.312 -0.26
H 7.392 -0.775 -0.348 0.12
H 5.098 -0.151 0.341 0.12
H 3.618 -3.841 -1.232 0.12
H 5.910 -4.469 -1.917 0.13
F -1.939 -0.213 -4.814 0.07
C -1.506 -0.316 -3.547 -0.27
C -0.211 0.074 -3.258 0.01
C 0.243 -0.030 -1.954 -0.10
C -0.619 -0.525 -0.984 -0.30
C -1.930 -0.884 -1.270 -0.07
C -2.370 -0.794 -2.586 0.01
H 0.426 0.450 -4.047 0.13
H 1.252 0.259 -1.704 0.09
H -2.605 -1.210 -0.494 0.10
H -3.381 -1.068 -2.855 0.13
```

Values from the calculation:
* DFT total energy: -1912.9361 Ha
* total charge: 0
* Kohn-Sham gap: 6.606 eV
* LUMO: -2.3 eV
* HOMO energy: -8.93 eV